Record 1
Below is a molecular structure, C22H29AsBaClN4O2S3 in a non-equilibrium geometry, with properties calculated with the ωB97M-V functional and the def2-TZVPD basis.

The gap between HOMO and LUMO comes out at 4.701 eV. The LUMO energy is 2.1 eV. The HOMO energy is -2.6495 eV. The total energy comes out at -139900.407 eV.

Structure (ORCA input):
```
! RIJCOSX wB97M-V def2-TZVPD def2/J DEFGRID3
* xyz -1 1
Ba -0.12806 0.32250 -2.37266
C -4.53334 0.93089 1.69629
C -3.11149 1.09849 1.22678
N -2.10426 0.81164 1.95048
O -2.42417 0.32835 3.22597
C -2.90382 1.62114 -0.14278
C -3.89815 2.60411 -0.68602
N -1.91607 1.19369 -0.84243
O -1.83635 1.69411 -2.06654
H -4.67815 -0.06356 2.12665
H -5.22519 1.01957 0.86509
H -4.81255 1.68332 2.44127
H -3.36629 0.48894 3.38909
H -4.33719 3.20710 0.11048
H -4.70964 2.10199 -1.22198
H -3.39959 3.25402 -1.40133
S 1.83680 -1.09522 -4.23192
C 1.66976 -2.26853 -2.96497
C 2.56431 -3.36385 -2.84234
C 2.39791 -4.29881 -1.85705
C 1.32471 -4.18230 -0.96735
C 0.49459 -3.09935 -1.13819
N 0.65366 -2.16699 -2.07802
H 3.37136 -3.43670 -3.55849
H 3.08826 -5.13133 -1.77935
H 1.14702 -4.90833 -0.18462
H -0.37746 -2.95743 -0.51044
Cl 4.08407 2.29431 -3.91268
C 3.66001 3.30526 -2.53845
C 4.69089 3.92593 -1.86406
C 4.44330 4.73583 -0.76285
C 3.10964 4.87944 -0.36386
C 2.08564 4.27482 -1.05313
C 2.28057 3.47593 -2.22794
C 1.20458 2.95674 -2.96584
H 5.70391 3.76029 -2.21257
H 5.25353 5.22086 -0.23527
H 2.86910 5.48709 0.50305
H 1.06130 4.42656 -0.72744
H 1.40304 2.66941 -3.99458
H 0.25236 3.45492 -2.80203
S 3.95242 1.19142 0.89667
C 2.48396 1.36963 1.74431
C 1.46676 0.84357 1.01670
N 1.83852 0.29378 -0.18619
C 3.11873 0.43854 -0.37886
H 2.43191 1.86459 2.69859
H 0.42406 0.83203 1.30793
H 3.62211 0.11292 -1.27895
C -1.62715 -4.98204 1.77588
As -2.16298 -3.13115 1.86410
C -0.51897 -2.20739 2.27618
C -3.21248 -3.06866 3.47772
S -3.21772 -2.54547 0.16570
H -1.09687 -5.26511 2.68552
H -0.98066 -5.11079 0.90924
H -2.51954 -5.59247 1.65075
H -0.41594 -2.13513 3.35765
H -0.54654 -1.21017 1.84553
H 0.30873 -2.77494 1.85567
H -2.72075 -3.63807 4.26590
H -4.18059 -3.50615 3.23794
H -3.33559 -2.03378 3.78407
*
```

***

Record 2
Below is a molecular structure, F4H6N2O11S4Tl in a non-equilibrium geometry, with properties calculated with the ωB97M-V functional and the def2-TZVPD basis.

The gap between HOMO and LUMO (spin up / spin down) comes out at 6.880 / 2.661 eV. The LUMO energy (spin up / spin down) is -2.7 / -6.9 eV. The HOMO energy (spin up / spin down) is -9.5836 / -9.5753 eV. Its expectation value of S² is 0.7635. The total energy comes out at -84495.924 eV.

Structure (ORCA input):
```
! RIJCOSX wB97M-V def2-TZVPD def2/J DEFGRID3
* xyz 0 2
Tl 0.13126 1.30107 -0.68286
N -0.65267 -1.07864 -2.00418
S -1.12969 -2.47935 -1.62125
O -0.15555 -3.52620 -1.39227
O -2.48232 -2.86923 -1.95998
F -1.33747 -2.04490 -0.06387
S -0.21237 -1.67184 -3.54276
O -1.28486 -2.27134 -4.36997
O 1.15383 -2.18416 -3.75099
F -0.00686 -0.20903 -4.18596
N -0.56007 0.41558 1.96748
S 0.45433 0.05741 3.28499
O 0.94832 -1.34779 3.41218
O 0.39894 0.89039 4.45239
F 1.71575 0.70329 2.55080
S -1.76831 0.05266 2.73659
O -2.36296 1.06079 3.60382
O -1.99281 -1.32041 3.24045
F -2.69365 0.10965 1.41527
O 2.48909 -0.53006 -0.39785
H 3.15008 -0.40841 0.28371
H 2.81459 -1.26354 -0.91966
O 2.93580 2.30223 -0.32020
H 3.24517 2.66439 -1.15048
H 3.66835 2.42590 0.28338
O -1.96261 3.40082 -0.29212
H -1.99049 4.05346 0.40752
H -2.51288 3.76735 -0.98429
*
```